# 1
Formula: C12H44N8O10
Source: OMol25
Level of theory: ωB97M-V/def2-TZVPD

The geometry in ORCA input format:
```
! RIJCOSX wB97M-V def2-TZVPD def2/J DEFGRID3
* xyz 0 1
C -1.681 -5.044 -2.060
C -1.235 -3.908 -2.987
O -0.398 -2.967 -2.310
H -0.951 -5.673 -1.506
H -2.277 -5.681 -2.652
H -2.215 -4.540 -1.255
H -2.119 -3.400 -3.342
H -0.751 -4.386 -3.818
H -0.302 -2.202 -2.926
C 1.199 -0.682 -0.524
C 1.767 0.656 -0.175
O 0.793 1.634 -0.447
H 0.151 -0.726 -0.152
H 1.800 -1.458 -0.091
H 1.123 -0.971 -1.540
H 2.678 0.758 -0.698
H 2.000 0.811 0.888
H 0.196 1.592 0.260
C 2.143 2.681 3.825
O 2.574 2.745 2.439
N 2.411 1.643 4.590
N 1.437 3.580 4.398
H 3.137 1.049 4.168
H 2.314 1.670 5.572
H 1.096 3.629 5.391
H 1.225 4.425 3.801
C 0.420 5.140 1.543
O 0.912 5.534 2.756
N 0.869 4.016 1.042
N -0.535 5.769 0.968
H 1.680 3.627 1.508
H 0.703 3.788 0.034
H -1.007 6.344 1.595
H -1.048 5.439 0.159
C 0.704 -0.874 3.053
O 1.983 -1.404 2.839
N 0.352 0.109 3.870
N -0.342 -1.559 2.629
H 1.122 0.706 4.207
H -0.535 0.157 4.393
H -0.021 -2.315 2.022
H -1.277 -1.608 3.224
C -1.820 1.424 1.511
O -2.558 2.176 0.660
N -0.598 1.754 1.852
N -2.129 0.278 1.911
H -0.114 2.624 1.611
H -0.229 1.191 2.678
H -3.043 -0.185 1.690
H -1.373 -0.397 2.018
C 1.272 1.740 -4.424
O 0.801 1.090 -3.258
H 1.821 2.623 -4.145
H 0.458 1.915 -5.057
H 2.077 1.161 -5.026
H 0.844 1.756 -2.572
C -0.416 -1.260 -5.257
O -0.953 -0.814 -4.029
H -0.974 -2.084 -5.651
H 0.645 -1.391 -5.274
H -0.485 -0.384 -5.999
H -0.428 -0.039 -3.760
C -2.571 -1.076 -0.964
O -3.737 -0.922 -0.207
H -2.816 -1.070 -2.037
H -2.142 -1.984 -0.768
H -1.850 -0.299 -0.844
H -4.389 -0.324 -0.606
C 0.986 -4.500 0.334
O 0.011 -3.517 0.453
H 1.518 -4.659 1.270
H 1.672 -4.256 -0.536
H 0.523 -5.501 0.199
H -0.087 -3.188 -0.441
*
```

The SMILES is NC(N)=O.NC(N)=O.NC(N)=O.NC(N)=O.CCO.CCO.CO.CO.CO.CO. The calculation puts the LUMO energy at 0.16 eV. As for the energy relative to the best compared isomer or geometry (same formula, charge and spin): 2.618 eV. The HOMO-LUMO gap is 8.82 eV. As for the HOMO energy: -8.661 eV.

Atomic partial charges in e from the Mulliken method, atoms 1 to 5: C -1.24; C -0.25; O -0.27; H 0.16; H 0.43

# 2
Formula: C10H16
Source: OMol25
Level of theory: ωB97M-V/def2-TZVPD

The geometry in ORCA input format:
```
! RIJCOSX wB97M-V def2-TZVPD def2/J DEFGRID3
* xyz 0 1
C 1.649 -1.317 -0.041
C 1.890 -0.242 -1.115
C 1.811 -2.762 -0.553
H 2.198 -1.204 0.900
H 0.625 -1.202 0.324
H 0.932 -0.032 -1.586
H 0.870 -3.184 -0.891
H 2.571 -0.596 -1.882
H 2.275 0.648 -0.634
H 2.492 -2.784 -1.403
H 2.216 -3.400 0.230
C -1.575 1.868 -1.612
C -1.432 1.395 -0.188
C -0.429 1.865 0.633
C -2.260 0.374 0.294
C -0.201 1.343 1.903
C -2.045 -0.172 1.541
C -0.983 0.293 2.326
H -2.569 1.639 -1.986
H -0.849 1.405 -2.286
H 0.314 2.548 0.244
H -3.107 -0.005 -0.274
H 0.604 1.733 2.506
H -2.693 -0.950 1.925
H -0.855 -0.206 3.279
H -1.450 2.947 -1.653
*
```

The SMILES is Cc1ccccc1.CCC. The calculation puts the LUMO energy at 1.03 eV. As for the energy relative to the best compared isomer or geometry (same formula, charge and spin): 0.376 eV. The HOMO-LUMO gap is 10.12 eV. As for the HOMO energy: -9.087 eV.

Atomic partial charges in e from the natural (NBO) method, atoms 1 to 5: C -0.41; C -0.61; C -0.61; H 0.20; H 0.21

# 3
Formula: IO8V4
Source: OMol25
Level of theory: ωB97M-V/def2-TZVPD

The geometry in ORCA input format:
```
! RIJCOSX wB97M-V def2-TZVPD def2/J DEFGRID3
* xyz 3 1
O 0.116 0.091 -2.770
V -0.203 0.402 -4.293
O -0.766 -0.883 -4.914
O 4.704 3.419 -1.302
V 3.525 3.196 -0.288
O 2.968 1.759 -0.560
O 0.326 1.120 0.110
V -0.070 -0.318 0.691
O -1.509 -0.200 1.313
O -2.761 -3.267 3.926
V -4.097 -2.883 3.204
O -3.792 -1.920 2.023
I 1.559 -0.517 2.859
*
```

The calculation puts the LUMO energy at -12.64 eV. As for the energy relative to the best compared isomer or geometry (same formula, charge and spin): 0.000 eV. The HOMO-LUMO gap is 3.91 eV. As for the HOMO energy: -16.554 eV.

Atomic partial charges in e from the Mulliken method, atoms 1 to 5: O -0.49; V 1.84; O -0.36; O -0.41; V 1.82

# 4
Formula: C4H8O
Source: OMol25
Level of theory: ωB97M-V/def2-TZVPD

The geometry in ORCA input format:
```
! RIJCOSX wB97M-V def2-TZVPD def2/J DEFGRID3
* xyz 0 1
C 0.390 1.720 -0.254
O -0.669 0.964 -0.783
C -0.830 -0.334 -0.290
C 0.215 -1.397 -0.438
C -0.156 -0.876 0.933
H 0.201 2.008 0.790
H 0.459 2.627 -0.859
H 1.356 1.194 -0.311
H -1.858 -0.643 -0.457
H -0.097 -2.394 -0.734
H 1.186 -1.098 -0.823
H -0.730 -1.504 1.609
H 0.589 -0.263 1.429
*
```

The SMILES is COC1CC1. The calculation puts the LUMO energy at 1.15 eV. As for the energy relative to the best compared isomer or geometry (same formula, charge and spin): 1.639 eV. The HOMO-LUMO gap is 10.36 eV. As for the HOMO energy: -9.203 eV.

Atomic partial charges in e from the natural (NBO) method, atoms 1 to 5: C -0.25; O -0.52; C 0.10; C -0.46; C -0.46

# 5
Formula: C29H44BN7OPdS3
Source: OMol25
Level of theory: ωB97M-V/def2-TZVPD

The geometry in ORCA input format:
```
! RIJCOSX wB97M-V def2-TZVPD def2/J DEFGRID3
* xyz 2 1
Pd -0.330 -2.057 -2.530
C -2.854 -3.983 0.920
C -1.838 -2.913 1.073
C -1.122 -2.695 2.223
C -0.156 -1.663 2.260
N 0.123 -0.976 1.176
N -0.514 -1.196 0.053
B -0.125 -0.444 -1.251
N 1.343 0.056 -1.250
N 1.677 0.954 -0.343
C 2.890 1.449 -0.297
C 3.849 1.095 -1.278
C 3.537 0.147 -2.216
C 4.479 -0.293 -3.271
C 2.228 -0.414 -2.161
S 1.796 -1.638 -3.270
C 3.266 2.403 0.810
C 4.425 1.793 1.615
C 2.086 2.647 1.742
C 3.700 3.742 0.197
N -1.173 0.643 -1.585
N -1.488 1.440 -0.575
C -2.391 2.377 -0.712
C -3.086 2.536 -1.938
C -2.776 1.726 -2.998
C -3.444 1.807 -4.319
C -1.748 0.754 -2.808
S -1.266 -0.227 -4.107
C -2.691 3.273 0.463
C -2.384 4.726 0.068
C -1.857 2.872 1.678
C -4.181 3.168 0.815
C -1.531 -2.095 -0.042
S -2.437 -2.236 -1.489
C 0.581 -1.277 3.518
C 0.337 -2.262 4.661
C 0.045 0.103 3.933
C 2.077 -1.194 3.198
H -2.992 -4.537 1.842
H -2.534 -4.671 0.138
H -3.805 -3.557 0.604
H -1.296 -3.322 3.082
H 4.825 1.556 -1.279
H 5.439 0.201 -3.162
H 4.065 -0.062 -4.253
H 4.624 -1.372 -3.242
H 4.141 0.834 2.040
H 4.674 2.465 2.430
H 5.318 1.652 1.013
H 1.745 1.715 2.176
H 1.269 3.096 1.187
H 2.381 3.322 2.540
H 4.588 3.651 -0.421
H 3.922 4.446 0.994
H 2.896 4.158 -0.405
H -3.863 3.279 -2.026
H -4.173 2.611 -4.344
H -3.939 0.862 -4.548
H -2.703 1.966 -5.102
H -1.342 4.845 -0.219
H -2.581 5.378 0.915
H -3.011 5.054 -0.756
H -0.799 2.917 1.443
H -2.098 1.859 1.988
H -2.064 3.548 2.503
H -4.812 3.529 0.008
H -4.376 3.782 1.691
H -4.456 2.141 1.045
H -0.713 -2.289 4.944
H 0.897 -1.946 5.535
H 0.669 -3.265 4.403
H -1.003 0.037 4.217
H 0.138 0.815 3.120
H 0.601 0.467 4.791
H 2.473 -2.182 2.981
H 2.616 -0.793 4.051
H 2.239 -0.555 2.334
C 0.043 -6.765 -2.627
C -0.576 -5.408 -2.733
N -1.731 -5.335 -3.398
O -0.055 -4.406 -2.230
H -0.706 -7.541 -2.504
H 0.743 -6.787 -1.798
H 0.596 -6.970 -3.543
H -2.148 -6.137 -3.842
H -2.174 -4.436 -3.550
*
```

The calculation puts the LUMO energy at -8.11 eV. As for the energy relative to the best compared isomer or geometry (same formula, charge and spin): 1.515 eV. The HOMO-LUMO gap is 5.96 eV. As for the HOMO energy: -14.070 eV.

Atomic partial charges in e from the Mulliken method, atoms 1 to 5: Pd -0.80; C -1.91; C 0.03; C -0.55; C -0.39

# 6
Formula: C4H12NO3
Source: OMol25
Level of theory: ωB97M-V/def2-TZVPD

The geometry in ORCA input format:
```
! RIJCOSX wB97M-V def2-TZVPD def2/J DEFGRID3
* xyz 1 1
O 1.717 -0.563 -2.158
C 1.817 -0.215 -1.027
O 2.779 0.596 -0.549
C 0.860 -0.697 0.041
C -0.585 -0.907 -0.521
C -1.528 -1.442 0.581
N 0.666 0.368 1.168
H 3.055 1.137 -1.284
H 1.047 -1.627 0.570
H -0.543 -1.627 -1.331
H -0.945 0.080 -0.799
H -1.460 -0.964 1.547
H -1.437 -2.522 0.674
H -2.500 -1.316 0.094
H 0.157 1.124 0.690
H 1.594 0.728 1.380
H 0.203 0.025 2.009
H -1.578 3.132 0.233
H -1.817 2.431 -1.094
O -1.502 2.259 -0.222
*
```

The calculation puts the LUMO energy at -3.39 eV. As for the energy relative to the best compared isomer or geometry (same formula, charge and spin): 0.689 eV. The HOMO-LUMO gap is 11.80 eV. As for the HOMO energy: -15.188 eV.

Atomic partial charges in e from the natural (NBO) method, atoms 1 to 5: O -0.49; C 0.76; O -0.69; C -0.15; C -0.40

# 7
Formula: C33H34BF5O2S
Source: OMol25
Level of theory: ωB97M-V/def2-TZVPD

The geometry in ORCA input format:
```
! RIJCOSX wB97M-V def2-TZVPD def2/J DEFGRID3
* xyz 0 1
C -1.081 -4.168 -3.457
C -0.755 -3.355 -2.281
C -0.125 -3.668 -1.097
C 0.014 -2.541 -0.220
C -0.643 -1.417 -0.694
B -2.036 -0.450 0.172
C -3.156 -1.289 1.022
C -3.116 -2.638 1.389
C -4.175 -3.182 2.130
C -5.252 -2.395 2.487
C -6.326 -2.925 3.409
F -7.442 -2.152 3.411
F -6.707 -4.194 3.076
F -5.878 -2.972 4.708
C -5.346 -1.082 2.055
C -4.292 -0.538 1.321
O -1.170 0.449 0.865
C -0.898 1.413 -0.171
C -0.206 2.575 0.545
C -0.032 0.911 -1.297
C -2.343 1.601 -0.862
C -3.257 2.523 -0.035
C -2.280 1.972 -2.336
O -2.806 0.265 -0.821
S -1.484 -1.785 -2.185
H -0.382 -4.995 -3.577
H -2.115 -4.542 -3.395
H -1.020 -3.497 -4.332
H 0.185 -4.707 -0.894
H 0.549 -2.533 0.716
H -2.275 -3.264 1.114
H -4.168 -4.233 2.428
H -6.219 -0.475 2.268
H -4.418 0.482 0.953
H 0.100 3.344 -0.169
H -0.876 2.991 1.296
H 0.687 2.202 1.051
H 0.400 1.749 -1.850
H 0.885 0.300 -0.901
H -0.552 0.280 -2.063
H -2.869 3.553 -0.067
H -4.282 2.529 -0.433
H -3.288 2.203 1.015
H -1.484 2.709 -2.493
H -2.100 1.099 -2.974
H -3.220 2.427 -2.673
C 3.688 5.226 -2.248
C 3.575 3.745 -2.169
C 4.234 3.034 -1.171
F 5.097 3.718 -0.351
C 4.070 1.685 -0.947
C 2.999 1.025 -1.570
C 2.267 -0.132 -0.912
C 2.747 -0.418 0.454
C 3.033 0.581 1.413
C 3.756 0.235 2.544
F 4.348 1.221 3.302
C 4.030 -1.075 2.924
C 4.741 -1.347 4.195
C 3.621 -2.077 2.041
C 2.987 -1.748 0.844
C 2.565 1.620 -2.781
C 2.851 2.950 -3.058
H 2.702 5.680 -2.387
H 4.136 5.603 -1.324
H 4.328 5.555 -3.078
H 4.672 1.240 -0.158
H 2.227 -1.027 -1.543
H 2.830 1.638 1.257
H 4.826 -2.425 4.336
H 5.746 -0.909 4.191
H 4.214 -0.931 5.060
H 3.806 -3.112 2.296
H 2.683 -2.548 0.171
H 1.962 1.027 -3.472
H 2.513 3.389 -4.012
*
```

The calculation puts the LUMO energy at -2.71 eV. As for the energy relative to the best compared isomer or geometry (same formula, charge and spin): 2.140 eV. The HOMO-LUMO gap is 4.81 eV. As for the HOMO energy: -7.525 eV.

Atomic partial charges in e from the Mulliken method, atoms 1 to 5: C -1.43; C 0.58; C -1.17; C -1.56; C 0.79

# 8
Formula: As3F18Na
Source: OMol25
Level of theory: ωB97M-V/def2-TZVPD

The geometry in ORCA input format:
```
! RIJCOSX wB97M-V def2-TZVPD def2/J DEFGRID3
* xyz -2 1
Na -1.133 0.879 0.602
As 0.958 1.318 -2.174
F -0.405 0.147 -2.130
F 0.304 2.121 -0.721
F 2.368 2.380 -2.159
F 1.590 0.517 -3.657
F 0.049 2.439 -3.229
F 1.894 0.104 -1.284
As 3.391 0.814 1.830
F 3.291 -0.760 1.005
F 5.013 0.457 2.395
F 3.349 2.370 2.653
F 1.684 1.126 1.323
F 2.667 0.066 3.265
F 3.972 1.585 0.329
As -4.167 -2.215 0.283
F -5.147 -3.728 0.095
F -4.356 -1.822 -1.423
F -3.223 -0.645 0.559
F -3.801 -2.734 1.952
F -2.679 -3.093 -0.159
F -5.620 -1.327 0.644
*
```

The calculation puts the LUMO energy at 3.77 eV. As for the energy relative to the best compared isomer or geometry (same formula, charge and spin): 0.000 eV. The HOMO-LUMO gap is 10.75 eV. As for the HOMO energy: -6.978 eV.

Atomic partial charges in e from the natural (NBO) method, atoms 1 to 5: Na 0.99; As 2.80; F -0.64; F -0.67; F -0.61

# 9
Formula: C2H5NO
Source: OMol25
Level of theory: ωB97M-V/def2-TZVPD

The geometry in ORCA input format:
```
! RIJCOSX wB97M-V def2-TZVPD def2/J DEFGRID3
* xyz 0 1
C 0.239 0.596 0.459
C 0.843 -0.635 -0.279
N -0.870 0.219 -0.177
O -1.941 0.026 0.475
H 0.276 0.312 1.551
H 0.376 1.676 0.371
H 0.922 -1.565 0.205
H 1.017 -0.622 -1.321
H -0.861 -0.007 -1.284
*
```

The calculation puts the LUMO energy (alpha / beta) at 0.68 / 0.55 eV. As for the energy relative to the best compared isomer or geometry (same formula, charge and spin): 6.212 eV. The HOMO-LUMO gap (alpha / beta) is 8.70 / 8.72 eV. As for the HOMO energy (alpha / beta): -8.025 / -8.167 eV.

Atomic partial charges in e from the natural (NBO) method, atoms 1 to 5: C -0.28; C -0.39; N -0.05; O -0.49; H 0.24